Record 1
This record from the OMol25 dataset describes C3H7NO2 as an isolated structure at a distorted geometry. The level of theory is ωB97M-V with the def2-TZVPD basis set.

XYZ file:
```
13
Properties=species:S:1:pos:R:3:forces:R:3
C -0.661 0.245 -0.139 1.273 -1.667 0.825
N 0.783 0.402 0.003 -1.438 1.118 0.086
C 1.593 -0.751 -1.183 2.138 -0.869 0.037
O 1.253 -1.817 -0.597 -0.468 0.094 -0.270
O 1.057 -0.266 -2.217 -0.517 0.243 0.309
C -1.363 0.401 1.201 -0.032 -0.024 -0.219
H -1.038 0.633 -1.071 -0.325 0.725 0.035
H -0.640 -0.844 -0.317 -0.493 -0.138 -0.545
H 0.929 1.215 0.629 0.413 0.000 -0.268
H 2.656 -0.458 -0.966 -0.385 0.119 -0.120
H -1.270 1.340 1.710 0.112 0.894 -0.108
H -0.864 -0.311 1.862 -0.536 -0.229 0.070
H -2.435 0.210 1.085 0.259 -0.265 0.166
```
Positions in Å, forces in eV/Å.

Results
* HOMO level: -9.996 eV
* total charge: 0
* orbital gap: 0.2370 Ha
* largest force on an atom: 2.309 eV/A
* total energy: -8803.14945 eV


Record 2
This record from the OMol25 dataset describes one molecule with the formula CH2BrN3 at a distorted geometry. The level of theory is ωB97M-V with the def2-TZVPD basis set.

XYZ file:
```
7
Properties=species:S:1:pos:R:3:forces:R:3
N 0.845 2.003 1.058 0.874 1.409 0.485
C 0.241 1.139 0.631 -0.298 -0.505 0.573
N -0.508 0.121 0.216 -0.028 -1.029 -1.545
N 0.069 -0.321 -1.046 2.241 2.178 3.619
Br -0.667 -1.232 1.581 0.030 0.364 -0.442
H -0.623 -0.612 -1.586 -4.030 -1.458 -2.880
H 0.643 -1.097 -0.853 1.211 -0.959 0.189
```
Positions in Å, forces in eV/Å.

Results
* SMILES string: N#CN(N)Br
* HOMO level: -10.390 eV
* total charge: 0
* orbital gap: 0.3463 Ha
* largest force on an atom: 5.164 eV/A
* total energy: -75579.19163 eV


Record 3
This record from the OMol25 dataset describes one molecule with the formula C5H8S at a distorted geometry. The level of theory is ωB97M-V with the def2-TZVPD basis set.

XYZ file:
```
14
Properties=species:S:1:pos:R:3:forces:R:3
C -3.466 -0.381 -0.173 0.491 -0.744 1.787
C -2.349 0.532 0.292 -0.562 1.112 -2.951
C -1.069 -0.136 -0.063 2.924 -0.596 1.831
C 0.204 0.403 -0.090 -1.417 1.496 -0.908
C 1.401 -0.365 0.249 -0.229 -0.206 -0.837
S 2.951 0.014 -0.080 -0.654 -0.003 0.294
H -3.306 -0.405 -1.198 -0.564 -0.182 -2.167
H -3.230 -1.413 0.144 -0.753 0.352 0.330
H -4.444 -0.011 0.116 -0.179 -0.323 -0.123
H -2.552 1.002 1.261 0.905 -0.360 -0.047
H -2.386 1.310 -0.515 -0.099 0.434 1.157
H -1.089 -1.244 -0.166 -0.120 0.592 0.650
H 0.321 1.503 -0.437 -0.053 -1.717 1.209
H 1.144 -1.290 0.787 0.309 0.144 -0.225
```
Positions in Å, forces in eV/Å.

Results
* SMILES string: CC/C=C/C=S
* HOMO level: -8.643 eV
* total charge: 0
* orbital gap: 0.2850 Ha
* largest force on an atom: 3.501 eV/A
* total energy: -16147.61080 eV


Record 4
This record from the OMol25 dataset describes a 4-piece molecular cluster, C4H15NO3 overall at a distorted geometry. The level of theory is ωB97M-V with the def2-TZVPD basis set.

XYZ file:
```
23
Properties=species:S:1:pos:R:3:forces:R:3
C 1.818 -0.897 -1.220 2.159 -0.761 0.168
N 0.511 -0.388 -1.624 0.261 -5.083 0.185
C -0.618 -0.917 -0.832 0.187 1.157 2.266
C -2.592 0.429 -0.281 -2.148 1.015 2.020
C -1.804 -0.063 -1.192 0.901 -0.923 -0.651
H 1.949 -1.170 -0.151 -1.011 0.437 -0.356
H 2.660 -0.214 -1.391 -0.379 0.566 -0.374
H 2.321 -1.828 -1.755 -1.837 1.448 0.063
H 0.190 -0.596 -2.589 1.070 1.322 -0.106
H -0.856 -1.993 -1.046 0.746 0.482 -0.381
H -0.316 -0.850 0.275 -0.765 0.033 -1.729
H -3.365 1.195 -0.441 0.228 -0.615 -0.621
H -2.632 0.144 0.801 0.836 0.094 -1.050
H -1.845 0.074 -2.276 -0.545 0.572 0.300
H 0.268 1.560 -0.667 -0.181 1.703 1.334
H -0.966 2.119 -0.156 -3.904 -0.031 -0.161
O -0.082 2.239 -0.006 4.331 -1.076 -1.350
H 0.666 1.764 1.506 0.172 -2.374 2.112
H 0.978 1.537 3.035 0.125 -0.155 0.431
O 0.812 1.018 2.246 -0.441 2.430 -2.484
H 0.530 -1.913 1.380 -2.087 -2.288 -1.879
H 0.924 -0.741 1.971 1.197 -0.485 1.379
O 1.157 -1.717 2.013 1.086 2.530 0.884
```
Positions in Å, forces in eV/Å.

Results
* spin multiplicity: 2
* HOMO level (alpha / beta): -14.456 / -14.454 eV
* total charge: +1
* orbital gap (alpha / beta): 0.4025 / 0.1943 Ha
* largest force on an atom: 5.093 eV/A
* total energy: -12012.50616 eV


Record 5
This record from the OMol25 dataset describes C27H21F3NO7S4 as an isolated structure at a distorted geometry. The level of theory is ωB97M-V with the def2-TZVPD basis set.

XYZ file:
```
63
Properties=species:S:1:pos:R:3:forces:R:3
C 2.714 3.999 1.821 0.098 -0.004 -0.078
C 1.703 3.544 2.667 -0.356 0.095 -0.047
C 0.497 3.106 2.131 0.104 0.179 0.006
C 0.346 3.048 0.746 0.115 0.152 -0.213
S -1.175 2.368 0.056 -0.378 -1.459 0.696
C -1.417 0.709 0.503 -1.678 1.349 0.315
C -2.726 0.296 1.020 2.126 0.666 -0.133
O -2.845 -0.706 1.734 -0.569 -0.161 -0.158
C -3.958 1.123 0.732 -0.728 -0.276 -0.041
C -4.194 1.839 -0.450 -0.252 -0.063 0.078
C -5.321 2.655 -0.575 -0.047 -0.245 0.337
C -6.273 2.696 0.454 0.156 -0.203 0.062
C -6.103 1.891 1.592 0.183 0.118 -0.418
C -4.956 1.106 1.715 0.000 0.335 0.059
O -2.158 3.207 0.710 -0.265 0.615 -0.348
O -1.019 2.418 -1.389 0.327 0.916 -0.437
C 1.314 3.578 -0.100 0.001 -0.387 0.104
C 2.512 4.035 0.444 0.022 0.208 0.031
H 3.662 4.335 2.239 -0.154 -0.069 -0.071
H 1.841 3.513 3.748 0.046 0.097 -0.265
H -0.320 2.783 2.776 0.258 -0.092 -0.230
H -0.515 0.133 0.654 -1.146 0.512 -0.129
H -3.495 1.769 -1.283 -0.020 0.106 0.323
H -5.433 3.276 -1.467 -0.075 -0.253 0.253
H -7.151 3.339 0.362 0.229 -0.159 0.030
H -6.848 1.880 2.391 0.151 0.073 -0.266
H -4.802 0.496 2.608 0.049 0.163 -0.345
H 1.150 3.565 -1.179 0.001 -0.056 0.302
H 3.292 4.402 -0.226 -0.149 -0.037 0.228
F 3.329 -4.178 -1.518 0.005 0.947 -0.194
C 2.970 -2.864 -1.449 -0.842 0.373 -0.094
F 4.058 -2.110 -1.739 -0.661 -0.684 -0.175
F 2.010 -2.621 -2.376 0.896 -0.195 0.469
S 2.396 -2.594 0.268 0.582 -0.401 -0.096
N 1.114 -1.463 0.336 1.989 -1.599 0.179
S 1.919 -0.007 0.995 -1.661 0.084 1.423
C 2.190 0.670 -0.631 0.670 -0.102 -0.318
C 3.478 1.144 -0.894 -0.103 0.081 0.027
C 3.804 1.550 -2.183 -0.068 -0.046 0.145
C 2.842 1.485 -3.193 -0.133 0.129 -0.021
C 1.563 1.000 -2.927 0.153 -0.121 0.188
C 1.255 0.529 -1.652 -0.063 0.004 0.113
O 0.911 0.557 1.871 2.046 -0.642 -0.958
O 3.214 -0.267 1.574 -0.632 0.010 -0.467
S -0.427 -2.349 0.758 -1.159 1.106 -0.698
C -0.058 -4.027 0.287 0.104 -0.566 0.219
C -0.365 -4.455 -1.007 0.160 0.260 0.253
C -0.009 -5.745 -1.389 -0.007 -0.122 0.103
C 0.673 -6.577 -0.500 -0.020 0.152 -0.048
C 0.947 -6.146 0.801 -0.188 -0.033 0.126
C 0.533 -4.890 1.221 -0.208 0.204 -0.349
O -0.592 -2.234 2.174 0.359 -0.435 -0.756
O -1.346 -1.881 -0.249 0.917 -0.963 0.975
H 4.210 1.157 -0.091 -0.116 0.083 -0.171
H 4.813 1.906 -2.391 -0.289 -0.095 -0.002
H 3.092 1.805 -4.205 -0.037 -0.042 0.244
H 0.795 0.958 -3.700 0.279 -0.034 0.174
H 0.324 0.007 -1.458 -0.112 0.368 -0.050
H -0.851 -3.768 -1.699 0.117 -0.171 0.223
H -0.272 -6.095 -2.388 0.162 0.077 0.269
H 0.992 -7.569 -0.819 -0.094 0.239 0.074
H 1.481 -6.788 1.501 -0.201 0.074 -0.206
H 0.682 -4.542 2.242 0.106 -0.058 -0.243
```
Positions in Å, forces in eV/Å.

Results
* HOMO level: -3.633 eV
* total charge: -1
* orbital gap: 0.2023 Ha
* largest force on an atom: 2.558 eV/A
* total energy: -95652.42179 eV


Record 6
This record from the OMol25 dataset describes one molecule with the formula C2H4F2S2 at a distorted geometry. The level of theory is ωB97M-V with the def2-TZVPD basis set.

XYZ file:
```
10
Properties=species:S:1:pos:R:3:forces:R:3
F 0.153 2.042 -1.097 -0.417 1.252 -1.942
C 0.715 1.099 -0.390 -4.255 -2.530 3.664
F 1.516 1.689 0.468 2.234 0.299 0.403
C -0.499 0.423 0.568 1.162 1.045 -1.897
S 0.033 -1.241 0.950 -0.337 -0.139 1.614
S -0.011 -2.406 -0.650 0.771 -0.386 -1.711
H 1.021 0.200 -0.920 1.260 0.691 -0.674
H -0.506 0.829 1.599 -0.114 0.350 -0.789
H -1.416 0.642 -0.030 0.324 -0.729 0.878
H -1.007 -3.277 -0.498 -0.628 0.147 0.454
```
Positions in Å, forces in eV/Å.

Results
* SMILES string: FC(F)CSS
* HOMO level: -9.236 eV
* total charge: 0
* orbital gap: 0.3591 Ha
* largest force on an atom: 6.159 eV/A
* total energy: -29243.37779 eV